(1)
ORCA calculation (ωB97M-V/def2-TZVPD) on a structure of composition C32H70N2O40S10.

Positions of all 154 atoms, in Å:
1 C -0.3462 0.7177 2.2096
2 C 0.5372 0.8270 0.9815
3 N 0.3599 -0.4090 0.1483
4 C 1.0946 -1.5355 0.7807
5 C 0.6659 -2.8747 0.2398
6 C 0.7719 -0.2445 -1.3207
7 C 0.0547 0.9280 -2.0441
8 H -0.5192 1.7509 2.5106
9 H 0.0551 0.0993 3.0125
10 H -1.3276 0.3582 1.9005
11 H 0.1159 1.6552 0.4117
12 H 1.5340 1.0128 1.3815
13 H 2.1817 -1.5066 0.7076
14 H 0.9020 -1.6179 1.8504
15 H 1.2310 -3.7011 0.6708
16 H -0.3348 -3.1001 0.6083
17 H 0.6326 -2.9831 -0.8443
18 H 0.3900 -1.1386 -1.8134
19 H 1.8556 -0.1801 -1.4187
20 H -0.9664 0.9911 -1.6680
21 H 0.0928 0.8797 -3.1323
22 H 0.4698 1.9150 -1.8403
23 C -3.2555 1.9058 4.4147
24 C -4.5051 2.2533 5.2471
25 N -4.2782 3.5683 5.9319
26 C -4.4844 4.7233 5.0448
27 C -3.6289 5.9912 5.4685
28 C -5.1732 3.6816 7.1156
29 C -4.6384 2.9347 8.3395
30 H -3.0433 2.6581 3.6549
31 H -3.3584 0.8687 4.0954
32 H -2.3288 1.9491 4.9869
33 H -5.4053 2.2335 4.6328
34 H -4.6960 1.5382 6.0473
35 H -4.2131 4.4166 4.0346
36 H -5.5539 4.9084 4.9441
37 H -3.9273 6.3939 6.4365
38 H -2.6169 5.6044 5.5885
39 H -3.7793 6.7873 4.7395
40 H -6.1883 3.3725 6.8663
41 H -5.2508 4.7034 7.4871
42 H -5.3672 2.9949 9.1477
43 H -3.6510 3.3016 8.6199
44 H -4.4109 1.9106 8.0436
45 C -2.4147 4.3757 -5.5358
46 C -2.7597 2.9567 -5.1758
47 O -1.8259 2.5772 -4.2311
48 S -1.4265 3.8928 -3.2602
49 O 0.0170 4.1661 -3.2642
50 O -2.1509 3.7704 -1.9845
51 O -2.2212 4.9034 -4.2713
52 H -3.2032 4.9163 -6.0596
53 H -1.4834 4.4864 -6.0912
54 H -2.6533 2.2845 -6.0272
55 H -3.7786 2.9221 -4.7900
56 C 1.3832 5.5309 3.6737
57 C 1.4631 4.4390 2.5852
58 O 0.4154 4.7301 1.6975
59 S -0.9097 5.5414 2.4023
60 O -1.7904 4.6993 3.2162
61 O -1.5283 6.5256 1.5021
62 O 0.2347 6.2886 3.3631
63 H 2.3291 6.0712 3.7108
64 H 1.2024 5.1710 4.6866
65 H 1.2796 3.4181 2.9202
66 H 2.4236 4.4497 2.0700
67 C -3.2591 -0.8943 -0.3869
68 C -3.5529 0.4615 0.1529
69 O -4.2925 1.1556 -0.9324
70 S -4.8334 0.1661 -2.1492
71 O -4.7294 0.8349 -3.4890
72 O -6.1419 -0.3506 -1.7536
73 O -3.5700 -0.9418 -1.8094
74 H -3.9159 -1.6054 0.1140
75 H -2.2460 -1.2457 -0.1914
76 H -2.6404 1.0134 0.3784
77 H -4.2403 0.4113 0.9973
78 C -0.9252 -2.0027 -4.3677
79 C -1.7807 -0.8469 -4.7739
80 O -2.6500 -1.4656 -5.6474
81 S -1.8797 -2.5306 -6.6475
82 O -1.1943 -1.8633 -7.7932
83 O -2.7778 -3.6462 -6.9899
84 O -0.8033 -2.8982 -5.4309
85 H -1.4006 -2.4493 -3.4944
86 H 0.0908 -1.6980 -4.1169
87 H -1.2382 -0.0339 -5.2565
88 H -2.3270 -0.3462 -3.9746
89 C -2.5038 -4.8706 -1.1052
90 C -1.6682 -6.0418 -0.5754
91 O -1.3247 -6.6375 -1.8030
92 S -1.2531 -5.6261 -3.1745
93 O -2.1482 -6.0041 -4.2298
94 O 0.1251 -5.2487 -3.5229
95 O -1.9798 -4.4361 -2.2909
96 H -2.5899 -3.9828 -0.4787
97 H -3.5206 -5.2127 -1.2980
98 H -2.2089 -6.8632 -0.1051
99 H -0.7593 -5.7749 -0.0362
100 C 4.5814 -2.2075 -4.8228
101 C 3.1575 -1.6613 -4.7518
102 O 3.0765 -1.0678 -3.5280
103 S 3.6433 -2.1767 -2.4143
104 O 2.6869 -3.2860 -2.2339
105 O 4.2246 -1.4424 -1.2851
106 O 4.8348 -2.6384 -3.5139
107 H 5.2971 -1.4527 -5.1485
108 H 4.5982 -3.1472 -5.3748
109 H 2.3510 -2.3718 -4.9335
110 H 3.1508 -0.8777 -5.5095
111 C 4.9110 -0.3953 1.1937
112 C 5.5212 -0.2456 2.5705
113 O 5.8346 1.1413 2.5875
114 S 4.5138 2.0314 2.0876
115 O 4.8908 3.2842 1.3930
116 O 3.4861 2.0837 3.1282
117 O 4.2457 0.8849 0.9510
118 H 4.2793 -1.2825 1.2387
119 H 5.6991 -0.5716 0.4616
120 H 6.4575 -0.7878 2.7028
121 H 4.7197 -0.4893 3.2678
122 C 3.5029 -6.5494 -1.6379
123 C 2.0066 -6.4182 -1.4148
124 O 1.9409 -7.3131 -0.2304
125 S 3.2067 -7.0295 0.8346
126 O 3.7641 -8.3163 1.2614
127 O 2.7971 -6.0392 1.8056
128 O 4.1339 -6.3591 -0.3219
129 H 3.9744 -5.8351 -2.3128
130 H 3.7688 -7.5557 -1.9618
131 H 1.3109 -6.8685 -2.1229
132 H 1.6180 -5.4695 -1.0447
133 C 2.9258 2.3532 -4.0097
134 C 3.6337 2.8237 -5.2915
135 O 3.1425 2.0249 -6.3574
136 S 1.5392 1.5404 -6.0396
137 O 1.2930 0.2607 -6.6740
138 O 0.6159 2.6860 -6.3309
139 O 1.8786 1.4186 -4.3964
140 H 2.4025 3.1054 -3.4194
141 H 3.5464 1.8049 -3.3009
142 H 4.6743 2.5343 -5.1452
143 H 3.5300 3.9024 -5.4086
144 C 2.4958 -2.9646 5.5303
145 C 1.7393 -2.5607 4.2608
146 O 2.3109 -1.2900 4.0819
147 S 2.3555 -0.4570 5.5283
148 O 1.1234 0.3199 5.7162
149 O 3.6270 0.2477 5.5500
150 O 2.4284 -1.8721 6.4424
151 H 3.5452 -3.0549 5.2494
152 H 2.1881 -3.9078 5.9817
153 H 0.6827 -2.4251 4.4916
154 H 1.9770 -3.2454 3.4467

Cartesian forces (eV/Å) of the 6 atoms listed first:
-0.50 0.49 -0.29
-1.14 -1.17 -0.22
1.39 0.48 -0.32
-0.31 -0.31 -0.50
-1.00 -0.90 0.06
-1.11 0.35 0.91

## Properties
Maximum force   4.78 eV/Å
Energy relative to the best compared isomer or geometry (same formula, charge and spin)   599.5 kJ/mol
LUMO energy   -0.133 eV


(2)
ORCA calculation (ωB97M-V/def2-TZVPD) on a structure of composition C12H14F9MnN2O4S3Si.

Positions of all 46 atoms, in Å:
1 Mn -0.3260 0.1055 0.1082
2 F 2.7753 0.8786 4.4035
3 C 3.4575 -0.0903 3.7697
4 F 4.7575 0.0571 4.1114
5 F 3.0563 -1.2698 4.2702
6 C 3.2922 -0.0065 2.2771
7 C 4.3956 0.1870 1.4759
8 C 4.2326 0.3121 0.0980
9 C 2.9591 0.2481 -0.4134
10 N 1.8798 0.0361 0.3463
11 C 2.0092 -0.1144 1.6904
12 S 0.5581 -0.4301 2.5356
13 H 5.3835 0.2427 1.9111
14 H 5.0823 0.4645 -0.5506
15 H 2.7895 0.3580 -1.4768
16 F -4.0491 1.2825 2.2112
17 C -4.6181 1.1985 1.0147
18 F -5.4794 2.1912 0.8572
19 F -5.2536 0.0397 0.9116
20 S -3.3302 1.3007 -0.3151
21 O -2.3676 0.2546 0.0501
22 O -4.0391 1.1159 -1.5307
23 N -2.7736 2.7553 -0.1495
24 S -1.3078 3.1726 0.1974
25 O -0.3342 2.1000 -0.0456
26 O -0.9673 4.4351 -0.3457
27 C -1.3524 3.3538 2.0489
28 F -2.4070 4.0765 2.3953
29 F -1.4705 2.1286 2.5611
30 F -0.2601 3.9250 2.5164
31 C -1.9854 -1.3183 -2.8778
32 Si -0.4120 -2.0875 -2.1938
33 C -0.3246 -3.9258 -2.6042
34 C 1.0676 -1.1482 -2.9175
35 C -0.2893 -1.8888 -0.2907
36 H -2.1475 -1.5931 -3.9213
37 H -1.9404 -0.2293 -2.8330
38 H -2.8640 -1.6241 -2.3082
39 H -0.3905 -4.0835 -3.6827
40 H -1.1442 -4.4759 -2.1380
41 H 0.6106 -4.3701 -2.2585
42 H 1.0375 -1.1028 -4.0071
43 H 2.0181 -1.5985 -2.6254
44 H 1.0474 -0.1184 -2.5439
45 H 0.5906 -2.4222 0.0671
46 H -1.1662 -2.3217 0.2008

Cartesian forces (eV/Å) of the 6 atoms listed first:
1.18 -1.19 1.37
0.10 -0.14 -0.02
0.08 0.03 0.07
-0.16 -0.02 0.04
0.04 0.13 -0.03
0.02 -0.06 -0.09

## Properties
Maximum force   2.16 eV/Å
Expectation value of S²   6.3704
Energy relative to the best compared isomer or geometry (same formula, charge and spin)   7.7 kJ/mol
2S+1   5
LUMO energy (spin up / spin down)   -1.916 / -0.285 eV


What are the energy values for these records? In order: -8361.790255; -4410.050740 hartree.